No. 1
100
Properties=species:S:1:pos:R:3:lowdin_charge:R:1 method="wB97M-V/def2-TZVPD" e_lumo_ha=-0.186 total_charge=+1
C 3.5405 -1.9248 -7.1279 -0.2167
C 3.5116 -2.0250 -5.4611 -0.6662
I 5.4335 -2.2569 -4.4317 0.8534
C 2.1779 -1.9743 -4.7391 -0.5972
I 0.4169 -1.7993 -6.0842 0.8304
C 2.0571 -2.0680 -3.0775 -0.2708
N 0.7341 -2.6862 -2.7483 -0.0887
C 0.5622 -4.1121 -3.1613 -0.2095
P 2.0416 -5.2782 -2.8933 0.7598
O 3.1108 -4.9996 -4.0682 -0.4072
O 1.4704 -6.9153 -3.1757 -0.1890
O 2.9009 -5.0689 -1.3942 -0.2229
C 0.2149 -2.3592 -1.3743 -0.1516
N -1.1615 -2.4241 -1.1915 0.1813
N 1.1960 -1.9099 -0.2704 -0.0346
P 0.3656 -1.8030 1.3022 0.7936
O -0.4266 -3.1534 1.6915 -0.3582
O -0.8101 -0.4996 1.4143 -0.2435
O 1.4671 -1.5453 2.6719 -0.2014
C 1.7035 -0.5760 -0.7705 -0.1947
B 2.9936 0.0368 0.0434 -0.4104
O 3.1590 1.4549 0.4695 0.0640
O 4.1029 -0.9064 0.3997 0.0645
C 2.0532 -0.5426 -2.3881 -0.4974
O 3.4880 -0.1080 -2.4703 -0.1215
P 1.0599 0.7478 -3.3811 0.6382
O 1.5174 2.2946 -2.6613 -0.4513
I -1.3659 0.5936 -3.0173 0.5428
H 4.6410 -1.8684 -7.5196 0.0694
H 3.0003 -0.9312 -7.4981 0.0708
H 2.9991 -2.8707 -7.6112 0.0907
H 3.0021 -2.5914 -2.5917 0.1169
H -0.3352 -4.5552 -2.5096 0.1272
H 0.2046 -4.2729 -4.2890 0.1118
H 1.8140 -7.5039 -2.4402 0.0958
H 3.8218 -4.7246 -1.6367 0.0985
H -1.6599 -1.5933 -0.8000 0.0731
H -1.7573 -3.2352 -1.4942 0.1596
H -0.3719 0.3719 1.6430 0.1383
H 1.7082 -2.4889 2.9374 0.0939
H 0.8181 0.2132 -0.6267 0.1282
H 2.8034 2.0675 -0.2518 0.1218
H 3.9556 -1.6715 -0.2612 0.1105
H 3.5576 0.6974 -3.0677 0.1168
H 0.6518 2.8363 -2.6281 0.1094
C 3.6140 4.8149 3.4187 -0.1661
C 2.8654 3.7301 2.6489 -0.1861
O 1.7341 4.3876 2.0827 -0.2047
S 2.1332 5.9325 1.7448 0.6776
O 2.4858 6.0114 0.3446 -0.2423
O 1.1580 6.8017 2.3611 -0.2300
O 3.5078 5.9918 2.6194 -0.1877
H 3.1366 5.0143 4.3835 0.1349
H 4.6641 4.5569 3.5797 0.1398
H 2.5501 2.9052 3.2922 0.1383
H 3.4745 3.3384 1.8274 0.1091
C 2.8350 4.6456 -6.5912 -0.1723
C 2.4913 5.9718 -5.9183 -0.1705
O 2.2187 5.6407 -4.5586 -0.1861
S 3.1443 4.3688 -4.1272 0.7451
O 4.3135 4.8734 -3.4421 -0.2138
O 2.2869 3.3470 -3.5728 -0.3564
O 3.5908 3.9139 -5.6277 -0.1943
H 1.9300 4.0736 -6.8201 0.1306
H 3.4171 4.7855 -7.5061 0.1391
H 1.6281 6.4601 -6.3768 0.1393
H 3.3468 6.6553 -5.9345 0.1369
C 0.8511 -2.6272 6.7407 -0.1729
C 0.3093 -1.4490 5.9357 -0.1858
O 0.0355 -0.4337 6.8984 -0.1954
S 1.1070 -0.5604 8.1216 0.6818
O 2.1732 0.3880 7.8875 -0.2362
O 0.3750 -0.6309 9.3648 -0.2284
O 1.6634 -2.0500 7.7615 -0.1908
H 0.0396 -3.1810 7.2236 0.1344
H 1.4413 -3.3113 6.1250 0.1332
H -0.5946 -1.7059 5.3783 0.1373
H 1.0657 -1.0633 5.2440 0.1132
C -5.6708 0.6461 1.1127 -0.1700
C -5.3949 -0.1016 -0.1890 -0.1584
O -4.1017 0.3336 -0.6025 -0.2473
S -3.2031 0.6557 0.7201 0.7004
O -2.3803 -0.5003 0.9989 -0.3180
O -2.6675 1.9913 0.5944 -0.2162
O -4.4223 0.6849 1.8019 -0.1698
H -5.9837 1.6767 0.9166 0.1450
H -6.4280 0.1467 1.7231 0.0859
H -6.1391 0.1146 -0.9593 0.1439
H -5.3495 -1.1827 -0.0205 0.1327
C -8.5619 -1.1393 5.4919 -0.1669
C -8.3713 -2.1903 4.4016 -0.1729
O -9.1279 -1.7163 3.2900 -0.1889
S -9.1097 -0.0853 3.2936 0.7100
O -8.0796 0.3564 2.3799 -0.2622
O -10.4733 0.3870 3.2303 -0.2111
O -8.5604 0.1166 4.8152 -0.1833
H -9.5304 -1.2575 5.9884 0.1376
H -7.7646 -1.1706 6.2394 0.1402
H -8.7185 -3.1790 4.7110 0.1404
H -7.3221 -2.2531 4.0939 0.1301



No. 2
119
Properties=species:S:1:pos:R:3:lowdin_charge:R:1 method="wB97M-V/def2-TZVPD" s2=3.808 de_lowest_kcal_mol=15.1 spin_multiplicity=4 e_lumo_ha="0.063 / 0.062" total_charge=-1
V 0.9899 -0.8670 0.3825 0.6083
O 0.4871 -0.8072 2.5075 -0.1440
C 1.7179 -0.6704 2.2181 -0.5463
C 2.8542 -0.4077 2.9850 -0.2577
C 2.9238 -0.2988 4.4148 -0.0549
C 4.1228 -0.0863 5.0376 -0.1339
C 5.3323 0.0212 4.3093 -0.1315
C 5.2878 -0.0857 2.9170 -0.1268
C 4.0924 -0.2775 2.2527 -0.3397
P 3.8686 -0.4201 0.4654 1.1065
C 4.1187 1.2820 -0.1848 -0.3647
C 3.9833 1.4616 -1.5661 -0.1167
C 4.1182 2.7165 -2.1374 -0.0996
C 4.3662 3.8252 -1.3320 -0.1159
C 4.4815 3.6607 0.0397 -0.0956
C 4.3630 2.3955 0.6102 -0.0776
C 5.4417 -1.1904 -0.0842 -0.3383
C 6.5522 -0.4952 -0.5550 -0.0941
C 7.7115 -1.1711 -0.9181 -0.1003
C 7.7758 -2.5522 -0.8144 -0.1102
C 6.6703 -3.2566 -0.3510 -0.0922
C 5.5128 -2.5831 0.0053 -0.0903
H 2.0075 -0.4028 4.9857 0.0990
H 4.1525 -0.0112 6.1208 0.0851
H 6.2748 0.1688 4.8211 0.0732
H 6.2107 -0.0174 2.3469 0.0977
H 3.7479 0.6017 -2.1861 0.1088
H 4.0188 2.8363 -3.2109 0.0993
H 4.4642 4.8101 -1.7757 0.0956
H 4.6708 4.5191 0.6756 0.0978
H 4.4558 2.2655 1.6828 0.1048
H 6.5185 0.5846 -0.6379 0.0979
H 8.5673 -0.6116 -1.2783 0.0942
H 8.6803 -3.0789 -1.0951 0.0916
H 6.7061 -4.3367 -0.2728 0.0975
H 4.6456 -3.1360 0.3505 0.0620
F 1.4592 -0.9486 -1.5521 -0.4841
N 1.0026 8.0501 -5.3102 0.1443
C 0.9821 7.2310 -4.5068 -0.1906
C 0.9565 6.2035 -3.4987 -0.2400
C 0.6592 4.8897 -3.8509 -0.0171
C 0.6286 3.9033 -2.8844 0.0083
C 0.9051 4.2210 -1.5572 -0.1791
C 1.2063 5.5338 -1.2066 -0.0030
C 1.2279 6.5220 -2.1728 -0.0215
N 0.8929 3.2191 -0.5764 0.0219
C 0.9203 3.3821 0.8049 -0.0349
C 0.9541 2.1398 1.3342 -0.0829
N 0.9450 1.2112 0.3109 -0.0120
C 0.8989 1.8744 -0.8045 -0.1264
H 0.4449 4.6405 -4.8807 0.1216
H 0.3820 2.8903 -3.1695 0.1161
H 1.4496 5.7836 -0.1853 0.1082
H 1.4664 7.5403 -1.8989 0.1207
H 0.9144 4.3486 1.2740 0.1142
H 0.9901 1.8199 2.3625 0.1233
H 0.9221 1.3997 -1.7721 0.1317
S 1.7838 -3.5283 0.8960 0.6880
C 0.7414 -3.8411 -0.3825 -0.8625
N -0.3831 -4.6009 -0.3160 0.0268
C -1.2718 -4.2806 -1.4367 -0.1527
C -0.3166 -3.5816 -2.4214 -0.1359
N 0.8766 -3.3343 -1.6198 0.0147
H -0.7598 -4.7118 0.6104 0.1045
H -2.0548 -3.5901 -1.1245 0.0637
H -1.7195 -5.1808 -1.8588 0.1064
H -0.7356 -2.6377 -2.7766 0.0851
H -0.0820 -4.2128 -3.2818 0.1066
H 1.3309 -2.4157 -1.6720 0.0310
N -0.9448 -1.1628 -0.0079 -0.2267
P -2.4391 -1.1765 0.1630 0.5444
N -3.1439 -2.2259 1.2740 -0.1994
C -3.7725 -3.5032 1.0491 -0.2420
C -4.9654 -3.6675 1.9874 -0.1854
C -4.5049 -3.5368 3.4397 -0.2081
C -3.7271 -2.2371 3.6473 -0.1804
C -2.5987 -2.1234 2.6308 -0.2026
N -3.0483 0.3094 0.7397 -0.1844
C -4.4592 0.5752 0.9375 -0.2297
C -4.6746 1.4745 2.1628 -0.1720
C -3.5617 2.5290 2.2895 -0.1923
C -2.9235 2.7714 0.9296 -0.1883
C -2.2404 1.4954 0.4446 -0.2203
N -3.2988 -1.5723 -1.2575 -0.1955
C -4.7323 -1.8512 -1.3196 -0.2328
C -5.4260 -1.0189 -2.3912 -0.1908
C -4.8637 -1.3731 -3.7700 -0.1942
C -3.3268 -1.5211 -3.7190 -0.1763
C -2.7445 -0.9203 -2.4493 -0.2432
H -3.0559 -4.3172 1.2660 0.1143
H -4.0662 -3.6191 0.0051 0.0776
H -5.4523 -4.6323 1.8166 0.1063
H -5.6951 -2.8826 1.7583 0.1048
H -3.8416 -4.3802 3.6688 0.1103
H -5.3525 -3.6061 4.1266 0.1014
H -3.3228 -2.1865 4.6618 0.1106
H -4.3991 -1.3821 3.5172 0.0941
H -1.8695 -2.9338 2.7893 0.1259
H -2.0310 -1.2012 2.7356 0.0966
H -4.9764 -0.3708 1.1046 0.0865
H -4.9149 1.0361 0.0449 0.1084
H -4.6869 0.8523 3.0599 0.0892
H -5.6573 1.9515 2.0916 0.1034
H -2.7895 2.1674 2.9743 0.1130
H -3.9530 3.4566 2.7134 0.1002
H -2.1772 3.5690 0.9729 0.0987
H -3.6897 3.0995 0.2181 0.1080
H -1.2909 1.3780 0.9579 0.0777
H -2.0130 1.5800 -0.6292 0.1027
H -5.1970 -1.6759 -0.3479 0.0852
H -4.9074 -2.9128 -1.5547 0.1104
H -5.2839 0.0427 -2.1710 0.1009
H -6.5022 -1.2067 -2.3579 0.1093
H -5.1578 -0.6187 -4.5034 0.0999
H -5.3141 -2.3138 -4.0989 0.1017
H -2.8639 -1.0323 -4.5791 0.1070
H -3.0453 -2.5773 -3.7713 0.1041
H -2.9464 0.1637 -2.4450 0.1117
H -1.6614 -1.0366 -2.4092 0.0771